[1]
DFT (ωB97M-V/def2-TZVPD) results for a single C19H21ClF3N3O3 molecule at a distorted geometry.

Geometry as XYZ:
```
50
Properties=species:S:1:pos:R:3:nbo_charge:R:1
Cl 0.27283 1.37455 -4.74477 0.00
F -1.68932 -2.16125 6.62420 -0.30
F -2.61473 -0.30551 6.04646 -0.33
F -1.28233 -0.30336 7.79215 -0.30
O 0.11498 4.42828 -0.68737 -0.62
O -0.85875 4.04348 -2.74246 -0.48
O 0.90615 -0.70236 6.04516 -0.55
N -0.49071 0.01845 4.34350 -0.62
N 1.41153 -0.24788 -2.79691 -0.47
N 2.14535 1.19783 -1.26342 -0.34
C -1.46373 -0.83656 6.55123 0.91
C 1.53733 1.93311 -2.25133 0.07
C 0.14639 4.00863 -1.85400 0.80
C 0.65240 1.71546 1.24846 -0.18
C 2.03412 -0.12838 -1.63654 0.37
C 2.44329 -1.35343 -0.83645 -0.43
C 1.25241 -1.91275 -0.03890 -0.39
C -0.12601 1.23775 2.31986 -0.26
C 0.23394 -2.56066 -0.96261 -0.40
C 2.58372 0.67111 2.21786 -0.18
C 0.42682 0.44682 3.33888 0.23
C 1.44210 3.44344 -2.39133 -0.53
C 1.99684 1.37398 1.14633 -0.06
C -0.23569 -0.54344 5.60953 0.58
C -2.05316 4.57716 -2.18443 -0.27
C 2.79244 1.77860 -0.05214 -0.23
C -0.73745 -3.42757 -0.17317 -0.60
C 1.81090 0.17610 3.29373 -0.26
C 1.08898 1.03034 -3.21245 0.10
H 3.85211 1.51194 -0.01983 0.22
H 0.70958 -3.18841 -1.74243 0.20
H 2.30397 3.97447 -1.97708 0.24
H -2.80458 4.64990 -2.96761 0.20
H 3.25238 -1.05081 -0.20184 0.21
H 3.62022 0.44281 2.15382 0.21
H -1.29386 -2.80685 0.53355 0.20
H -0.14015 -4.18273 0.36447 0.20
H 0.79118 -1.08552 0.51275 0.21
H -2.37310 3.93297 -1.37644 0.19
H -1.42753 -3.91315 -0.88311 0.21
H 2.79074 -2.16610 -1.52198 0.24
H -1.47290 0.25796 4.18856 0.42
H -1.96215 5.57689 -1.75790 0.20
H 2.27840 -0.38396 4.07439 0.25
H 0.20261 2.23683 0.41099 0.23
H 1.62024 -2.63918 0.65593 0.20
H -0.36772 -1.81445 -1.49311 0.21
H 1.47533 3.75364 -3.43928 0.26
H 2.82151 2.85367 -0.12749 0.24
H -1.15807 1.52699 2.32344 0.21
```

gap between HOMO and LUMO	8.75	eV
HOMO	-8.423	eV
ΔE to the lowest compared entry with this formula, charge and spin	0.0	kcal/mol
E_tot	-1886.42952	hartree
maximum force	2.9	eV Å⁻¹
LUMO level	0.012	Ha
SMILES string	CCCCc1nc(Cl)c(CC(=O)OC)n1Cc1ccc(NC(=O)C(F)(F)F)cc1
2S+1	1

---

[2]
DFT (ωB97M-V/def2-TZVPD) results for a single C19H21ClFN5O2 molecule.

Geometry as XYZ:
```
49
Properties=species:S:1:pos:R:3:nbo_charge:R:1
Cl -0.72331 -1.66208 2.85107 0.02
F 2.74994 1.46602 0.93824 -0.32
O 1.38388 -3.15886 -2.51222 -0.62
O 0.77175 0.62884 -1.39294 -0.66
N 1.56909 -2.24888 0.95831 -0.44
N -1.42677 0.25714 -1.63094 -0.43
N -3.31020 2.53977 -0.99690 -0.40
N 3.04502 -3.60378 -1.07289 -0.62
N -1.67424 4.66783 -0.32592 -0.38
C 3.50773 -3.61073 0.29296 -0.24
C 0.62869 2.35679 1.37725 -0.28
C 1.91599 -2.95833 -1.43848 0.68
C 2.25908 -3.49681 1.17743 -0.21
C -2.91944 4.58701 0.12162 -0.02
C 1.11172 0.00529 1.78718 -0.08
C -0.19258 -0.13124 2.25447 -0.02
C -3.73437 3.51294 -0.20593 0.00
C -1.08019 0.93188 2.27324 -0.26
C 1.41500 -1.90416 -0.45447 -0.18
C 1.48665 1.27325 1.35572 0.43
C -2.06481 2.61577 -1.45497 0.17
C 2.07550 -1.15030 1.76599 -0.25
C -1.58401 1.50814 -2.35119 -0.24
C -0.66273 2.17568 1.83560 -0.18
C -1.24463 3.68706 -1.10044 0.01
C -0.17883 -0.12517 -1.27486 0.71
C -2.61778 -0.52958 -1.42249 -0.42
C -0.04402 -1.55048 -0.77703 -0.53
H -2.60079 -1.00579 -0.44362 0.21
H 2.51598 -3.58964 2.23317 0.21
H 3.05639 -0.78795 1.42122 0.20
H 2.02207 -1.01206 -0.69158 0.26
H -2.72441 -1.30291 -2.18940 0.19
H -0.65727 -1.71790 0.10589 0.25
H -0.60757 1.77206 -2.76358 0.25
H -0.39723 -2.20846 -1.57642 0.27
H -0.22531 3.75535 -1.45250 0.21
H 1.57487 -4.31166 0.91304 0.20
H -2.30235 1.35416 -3.16199 0.21
H -2.08371 0.78363 2.63949 0.23
H 2.18659 -1.52109 2.79089 0.22
H 0.97612 3.31798 1.03618 0.24
H -4.74894 3.42520 0.15832 0.20
H 4.05412 -4.53394 0.49252 0.21
H 3.40101 -4.28673 -1.72459 0.41
H -3.47610 0.13859 -1.46010 0.24
H 4.17738 -2.76167 0.47981 0.19
H -1.34440 3.01099 1.86576 0.22
H -3.25858 5.39880 0.75009 0.20
```

gap between HOMO and LUMO	8.89	eV
HOMO	-8.515	eV
ΔE to the lowest compared entry with this formula, charge and spin	0.9	kcal/mol
E_tot	-1720.97023	hartree
maximum force	0.6	eV Å⁻¹
LUMO level	0.014	Ha
SMILES string	CN(Cc1cnccn1)C(=O)C[C@@H]1C(=O)NCCN1Cc1c(F)cccc1Cl
2S+1	1

---

[3]
DFT (ωB97M-V/def2-TZVPD) results for 4 unconnected molecules or ions with the total composition C19H21F24O7PS at a distorted geometry.

Geometry as XYZ:
```
73
Properties=species:S:1:pos:R:3:lowdin_charge:R:1
S -0.93228 4.57952 -2.44595 0.46
P 0.98119 5.48793 -2.11725 0.80
F -1.11317 -0.92749 -1.12910 0.09
F 4.73747 -2.29275 -1.38597 0.09
F -2.67108 -2.94198 -2.26514 0.13
F 2.75666 -0.56490 1.01754 0.11
F -1.76943 2.97457 1.68420 0.09
F 5.39054 -1.49298 0.53151 0.10
F -6.53686 -1.09044 -1.92643 0.09
F -6.73110 -3.56088 -0.71824 0.10
F 0.91534 -4.29026 -2.75672 0.11
F -2.32390 0.35300 6.46945 0.10
F -2.55107 0.30871 4.30397 0.09
F -1.47101 2.43839 3.76617 0.09
F 2.70629 -3.06759 -2.92981 0.13
F -5.35152 -2.21949 0.29655 0.13
F 0.34262 -0.56620 6.18730 0.14
F 2.90337 -2.71889 0.82634 0.13
F -4.41206 -1.36661 -2.27298 0.08
F 3.73699 -4.38487 -0.60280 0.08
F -1.12705 -3.75820 -0.98160 0.11
F -1.36778 0.25304 1.91520 0.12
F -3.10846 -0.88851 -0.25721 0.10
F -0.01985 1.36157 5.26531 0.12
F 3.23629 -5.69304 -2.26085 0.09
F 0.25164 1.27794 0.88592 0.09
O 3.27283 5.78676 0.52245 -0.03
O -3.21768 -3.76813 -0.22550 0.04
O 2.01872 -1.49251 -0.86329 0.04
O -1.33723 4.43192 -3.94245 -0.45
O 0.19864 -0.48678 3.97022 0.03
O 5.61126 5.38845 0.07220 -0.01
O -1.99608 5.55787 -1.81168 -0.46
C 2.42182 4.23547 -2.17144 -0.45
C -5.51477 -2.94052 -0.84460 -0.43
C 4.44587 -1.36481 -0.43759 -0.26
C 1.28706 -2.70281 -1.07685 -0.07
C 3.90076 4.95777 -1.92979 -0.16
C -0.33668 0.04727 5.18004 -0.48
C -1.18461 2.92755 -1.59914 -0.22
C -5.56981 -2.03695 -2.07183 -0.29
C -1.97988 -1.63776 -0.35947 -0.27
C -0.34323 1.12502 2.11190 -0.42
C 4.18024 5.39103 -0.37363 -0.28
C 2.70065 -4.84603 -1.34005 -0.29
C -4.44793 -4.04459 -0.90064 -0.05
C 3.03628 -1.56196 0.13432 -0.47
C -1.83961 -0.21766 5.33464 -0.26
C -2.26625 -3.01353 -0.97440 -0.46
C 1.92947 -3.72438 -2.02761 -0.42
C 0.69633 0.48043 3.04146 -0.05
C -0.85174 2.48962 2.56448 -0.28
H -2.04653 -1.29008 5.37319 0.18
H 1.34246 1.22116 3.52764 0.15
H 0.95488 5.95089 -0.72327 -0.03
H -4.28225 -4.41809 -1.91828 0.15
H 0.35783 -2.37299 -1.55857 0.12
H -1.55038 -1.73724 0.64053 0.17
H -0.85853 2.91104 -0.46274 0.05
H 4.80640 4.26195 -2.26215 0.13
H 0.95823 -3.15505 -0.13351 0.14
H 2.48655 3.77210 -3.26833 0.10
H 1.37579 -0.09155 2.39689 0.12
H -0.03464 3.21757 2.62406 0.18
H 4.54993 -0.37599 -0.89121 0.17
H -0.73456 1.99884 -2.19570 0.09
H 6.17905 4.88599 -0.58319 0.11
H -5.80243 -2.61033 -2.97639 0.18
H 2.04568 -5.43686 -0.68964 0.18
H -4.86329 -4.90441 -0.35982 0.15
H 3.92083 5.94469 -2.57178 0.13
H 2.27120 3.30444 -1.45535 0.09
H -2.36244 2.73363 -1.59356 0.11
```

gap between HOMO and LUMO	9.42	eV
HOMO	-9.801	eV
E_tot	-4399.40164	hartree
maximum force	8.7	eV Å⁻¹
LUMO level	-0.014	Ha
SMILES string	FC(F)C(F)(F)COC(F)(F)C(F)F.FC(F)C(F)(F)COC(F)(F)C(F)F.FC(F)C(F)(F)COC(F)(F)C(F)F.CS(=O)(=O)PCCC(=O)O
2S+1	1

---

[4]
DFT (ωB97M-V/def2-TZVPD) results for a single C19H21F3N4OS molecule.

Geometry as XYZ:
```
49
Properties=species:S:1:pos:R:3:nbo_charge:R:1
S -0.86478 -3.16282 -2.34865 -0.25
F 5.75274 -0.41219 -0.35482 -0.32
F 5.25588 1.65197 -0.69382 -0.33
F 5.66340 0.95868 1.30013 -0.32
O -2.45158 -1.96414 3.29399 -0.52
N -3.92463 3.55008 -1.17891 -0.40
N -1.05679 -0.62809 -1.62622 -0.60
N 1.02156 -1.63260 -1.40350 -0.61
N -2.49662 -0.59145 0.78312 -0.46
C -3.07474 -0.01566 1.99371 -0.26
C 5.06080 0.61949 0.15248 0.97
C 0.90426 -0.23456 0.59145 -0.30
C 1.54129 0.59275 1.49714 -0.13
C -2.64715 -2.04251 0.86792 -0.27
C 3.60011 0.31097 0.32436 -0.13
C -3.11962 -0.03400 -0.41628 -0.06
C 2.88893 0.88460 1.36959 -0.23
C 1.61527 -0.78302 -0.47969 0.16
C 2.97879 -0.51524 -0.59748 -0.21
C -1.74530 3.50917 -0.22707 -0.26
C -3.99340 2.24203 -1.02542 0.03
C -2.34033 -0.56571 3.21576 -0.07
C -0.30264 -1.73388 -1.74080 0.30
C -2.49025 -0.61662 -1.70537 -0.23
C -2.82461 4.17143 -0.79195 0.03
C -2.97332 1.46690 -0.47829 -0.08
C -1.94507 -2.55952 2.12393 -0.07
C -1.82282 2.13508 -0.07026 -0.15
H -1.00791 1.59539 0.38849 0.21
H -2.19226 -2.52278 0.00306 0.23
H -2.10743 -3.63308 2.22824 0.20
H -1.27850 -0.27728 3.16281 0.16
H 3.38644 1.52854 2.07663 0.23
H -0.13757 -0.48843 0.73252 0.26
H -2.97572 1.07047 1.96993 0.21
H -0.86377 -2.36513 2.04540 0.16
H 0.98364 1.00823 2.32316 0.21
H -2.81472 -0.00221 -2.55298 0.21
H -2.81479 5.24286 -0.93862 0.20
H 3.54871 -0.95557 -1.40163 0.23
H -4.91690 1.78277 -1.35600 0.19
H -2.82048 -1.64171 -1.88468 0.25
H -4.14586 -0.26757 2.07644 0.18
H -2.77705 -0.16808 4.13323 0.20
H -3.71294 -2.32328 0.90922 0.17
H 1.60748 -2.35580 -1.79879 0.43
H -4.19937 -0.27668 -0.44763 0.19
H -0.86532 4.05078 0.08355 0.22
H -0.61653 0.23152 -1.33231 0.41
```

gap between HOMO and LUMO	8.77	eV
HOMO	-8.479	eV
ΔE to the lowest compared entry with this formula, charge and spin	0.0	kcal/mol
E_tot	-1728.69826	hartree
maximum force	0.8	eV Å⁻¹
LUMO level	0.011	Ha
SMILES string	FC(F)(F)c1cccc(NC(=S)NC[C@H](c2cccnc2)N2CCOCC2)c1
2S+1	1

---

[5]
DFT (ωB97M-V/def2-TZVPD) results for 2 unconnected molecules or ions with the total composition C19H21F4IN3O4 at a distorted geometry.

Geometry as XYZ:
```
52
Properties=species:S:1:pos:R:3:nbo_charge:R:1
I 3.92270 -0.37441 -2.93637 0.13
F -0.69403 -0.24870 -5.64777 -0.28
F -1.25984 -2.34874 -5.22926 -0.28
F -2.78279 -0.63138 -5.00918 -0.29
F -2.60840 -5.03076 -3.62021 -0.35
O 4.18165 0.83995 1.53288 -0.66
O -0.26249 0.70521 1.73240 -0.48
O 1.00283 -1.13043 1.40142 -0.48
O 2.83289 2.33696 -3.04979 -0.49
N -1.08398 -0.87225 -3.38547 -0.39
N -1.12523 3.20701 2.96397 -0.58
N 3.37023 1.69565 3.49274 -0.42
C -0.07655 0.06745 -3.03595 0.10
C -1.19191 1.55680 1.02553 -0.16
C 4.33363 1.16584 2.70042 0.54
C 1.54132 1.27313 -1.27741 -0.58
C -1.74494 -1.66705 -2.40044 0.33
C -2.76571 -0.95879 2.41200 -0.17
C 3.61526 2.06311 4.87352 -0.40
C -2.86104 -2.73877 -2.77160 -0.51
C -2.06665 -2.45592 0.19168 -0.50
C 2.05109 1.89843 2.93104 -0.42
C 2.66778 1.31242 -2.42128 0.43
C -1.77061 2.71986 1.95655 0.10
C 0.38405 0.24981 -1.61131 0.00
C -2.68398 -1.60062 1.36860 -0.08
C -0.30004 -0.57630 -0.55265 0.03
C -2.19703 -4.19803 -2.53919 0.06
C -1.39158 -1.56771 -0.92466 0.00
C 0.20425 -0.34563 0.93379 0.77
C -1.45995 -1.03402 -4.80998 1.11
H 1.66149 0.94253 2.59395 0.21
H -1.06386 -4.09271 -2.62819 0.18
H -2.83455 -0.57653 3.47014 0.28
H 1.15237 2.32610 -1.13855 0.27
H -3.26438 -2.62543 -3.81573 0.28
H -2.80156 3.15155 1.71991 0.18
H -1.76034 3.92655 3.35852 0.35
H 4.64754 1.85443 5.15558 0.22
H 0.43624 0.72860 -3.79625 0.29
H 2.08520 0.98053 -0.31171 0.31
H 1.37850 2.32853 3.67171 0.23
H 2.12863 2.57002 2.07089 0.20
H -2.90598 -3.11169 -0.17611 0.26
H -2.11412 0.99727 0.64976 0.22
H 3.41896 3.13048 5.00010 0.20
H 5.30158 1.04880 3.21297 0.12
H -1.25760 -3.16669 0.57124 0.29
H -2.50852 -4.65088 -1.55009 0.19
H -3.70863 -2.67207 -2.01411 0.26
H -0.71733 2.10706 0.14166 0.20
H 2.94542 1.49141 5.52029 0.20
```

gap between HOMO and LUMO	5.68	eV
HOMO	-11.116	eV
total charge	+1
E_tot	-1898.51200	hartree
maximum force	3.4	eV Å⁻¹
LUMO level	-0.200	Ha
2S+1	1